[1]
The following is a DFT calculation (the ωB97M-V functional and the def2-TZVPD basis) of a molecular structure, C4H10O2S2 at a distorted geometry.

Kohn-Sham gap   3.7 eV
Lowest unoccupied orbital energy   -4.6 eV
HOMO level   -8.332 eV
Relative energy (zero: lowest compared OMol25 entry of this formula, charge and spin)   7.924 eV

```
18
Properties=species:S:1:pos:R:3:forces:R:3
C -2.456 -0.319 -0.522 -0.922 2.132 1.635
C -1.850 0.935 -0.934 2.595 0.066 -2.413
O -1.826 1.381 -2.079 0.132 -0.109 0.466
C -2.327 -0.664 0.977 0.168 0.751 -0.991
S -0.655 -1.077 1.419 0.861 -0.474 0.183
S 3.102 0.213 -1.035 -0.534 0.094 0.246
C 1.469 -0.222 -0.581 0.643 -0.986 -0.279
H -2.918 -1.050 -1.166 0.204 0.224 -0.538
H -3.099 0.750 -0.515 -1.883 -2.180 0.722
H -1.393 1.512 -0.111 -0.141 -0.023 0.294
H -2.586 0.238 1.532 -0.446 -0.373 0.242
H -2.982 -1.514 1.155 -0.042 0.092 0.415
H 0.979 0.510 0.070 -0.415 0.419 -0.157
H 0.908 -0.372 -1.511 -0.336 0.251 0.159
H 1.437 -1.220 -0.094 -0.052 0.150 -0.226
H 5.061 0.101 0.447 0.071 -0.133 -0.108
H 4.105 0.341 1.611 0.389 0.038 -0.043
O 5.029 0.457 1.338 -0.292 0.060 0.393
```
Forces are in eV/Å.

[2]
The following is a DFT calculation (the ωB97M-V functional and the def2-TZVPD basis) of 2 unconnected molecules or ions with the total composition C5H11O2 at a distorted geometry.

Kohn-Sham gap (spin up / spin down)   11.5 / 7.4 eV
Spin multiplicity   2
Lowest unoccupied orbital energy (spin up / spin down)   0.8 / -3.2 eV
HOMO level (spin up / spin down)   -10.623 / -10.597 eV
Relative energy (zero: lowest compared OMol25 entry of this formula, charge and spin)   1.109 eV

```
18
Properties=species:S:1:pos:R:3:forces:R:3
C 0.398 1.165 -1.031 -0.355 -1.634 0.398
C -0.679 0.377 -1.796 1.417 1.189 -3.218
C -0.226 1.830 0.209 2.108 1.214 -0.047
H 1.063 0.361 -0.674 0.311 0.583 0.048
H 0.998 1.727 -1.789 -0.652 0.072 0.982
H -0.955 1.056 -2.630 -0.156 -0.278 0.158
H 0.228 1.386 1.096 -1.050 -0.576 -0.082
H 0.216 2.816 0.405 -0.673 0.466 -0.708
H -1.642 0.127 -1.418 -0.263 -0.592 1.193
H -0.156 -0.432 -2.352 -0.787 -0.027 0.522
H -1.313 1.846 0.147 0.230 0.048 0.471
C 0.313 -2.147 0.873 0.622 -0.373 0.747
C 0.218 -1.191 2.100 -2.281 -0.441 -1.696
O 1.086 -1.489 2.987 0.844 -0.120 0.827
O -0.595 -0.290 2.177 0.641 -0.628 0.483
H -0.545 -2.767 0.616 -0.615 0.653 0.554
H 1.083 -2.915 1.017 0.359 0.563 -0.204
H 0.509 -1.460 0.064 0.302 -0.120 -0.426
```
Forces are in eV/Å.

[3]
The following is a DFT calculation (the ωB97M-V functional and the def2-TZVPD basis) of a molecular structure, C18H56CaN9O5P3 at a distorted geometry.

Kohn-Sham gap   7.9 eV
Lowest unoccupied orbital energy   0.6 eV
HOMO level   -7.322 eV
Relative energy (zero: lowest compared OMol25 entry of this formula, charge and spin)   4.791 eV

```
92
Properties=species:S:1:pos:R:3:forces:R:3
Ca 0.159 16.453 -23.339 0.797 0.274 -0.191
O 1.362 15.071 -24.537 0.524 -0.600 0.018
H 2.114 14.459 -24.657 -0.819 0.707 -0.006
O -0.293 18.596 -23.556 -0.485 0.504 0.319
H -0.694 19.425 -23.229 0.477 -0.864 -0.390
O 2.224 16.753 -21.991 0.486 -0.648 -0.071
P 3.347 17.717 -22.072 1.058 1.389 0.044
N 4.846 17.108 -21.549 1.252 1.697 0.609
C 5.143 15.711 -21.221 -1.387 0.596 0.736
C 6.030 18.078 -21.373 -0.859 -0.304 -0.023
N 2.967 19.110 -21.150 -0.149 1.379 -0.446
C 2.890 18.991 -19.721 2.144 -2.076 0.781
C 1.752 19.801 -21.559 0.261 0.278 -1.445
N 3.723 18.294 -23.598 0.191 1.291 1.396
C 4.072 19.700 -23.946 0.172 -0.543 -0.897
C 3.719 17.295 -24.673 -0.106 0.506 0.186
H 6.134 15.661 -20.770 0.064 -0.265 -0.585
H 4.916 15.042 -22.052 0.662 -0.065 -0.101
H 4.455 15.416 -20.429 -0.075 -0.300 0.173
H 6.758 18.167 -22.179 -0.451 -0.451 -0.723
H 6.677 17.835 -20.530 -0.472 -0.595 0.363
H 5.727 19.103 -21.162 -0.586 -0.111 -0.143
H 2.374 18.047 -19.547 -0.201 -0.040 0.891
H 3.932 18.911 -19.409 0.116 -0.540 0.588
H 2.520 19.762 -19.045 -0.591 0.534 -1.082
H 0.846 19.390 -21.114 -0.075 -0.572 -0.415
H 1.720 20.851 -21.267 0.644 0.188 0.181
H 1.785 19.766 -22.648 -1.072 0.056 0.053
H 3.420 20.101 -24.722 -0.437 -0.231 -0.092
H 4.103 20.486 -23.192 -0.314 -0.802 0.686
H 5.060 19.731 -24.405 0.285 -0.258 0.000
H 3.785 16.279 -24.285 -0.975 0.103 0.292
H 4.603 17.269 -25.310 0.193 0.979 -0.155
H 2.805 17.539 -25.215 0.161 -0.980 -0.559
O -1.940 15.802 -23.938 -0.136 -0.022 0.359
P -3.319 15.864 -24.420 -2.764 -0.269 -3.378
N -4.400 16.726 -23.509 -0.002 -1.490 1.000
C -5.850 16.613 -23.625 0.517 0.368 -0.587
C -3.813 17.490 -22.420 -0.702 0.087 -0.507
N -4.091 14.316 -24.672 0.500 1.126 -0.491
C -3.951 13.339 -23.614 -1.787 -0.301 -0.442
C -4.056 13.710 -26.017 1.361 0.654 0.371
N -3.413 16.707 -25.928 -0.576 -1.801 -1.088
C -2.265 17.572 -26.191 0.522 -0.582 0.679
C -4.665 17.015 -26.672 0.672 1.253 2.313
H -6.152 17.467 -24.232 -0.698 -0.148 -0.119
H -6.397 16.661 -22.683 0.402 0.022 0.316
H -6.105 15.664 -24.097 -0.060 0.168 -0.174
H -4.631 17.767 -21.756 0.243 -0.316 0.490
H -3.445 18.436 -22.819 0.691 -0.060 0.323
H -3.072 16.798 -22.019 0.314 0.986 0.765
H -3.054 12.719 -23.648 0.464 0.568 0.453
H -4.315 13.754 -22.675 1.006 0.116 0.349
H -4.756 12.631 -23.810 -0.148 -0.429 -0.092
H -4.075 14.582 -26.671 -0.184 -0.747 -0.602
H -3.124 13.162 -26.154 0.676 0.334 -0.134
H -4.734 12.888 -26.251 -1.087 0.639 0.488
H -1.458 16.862 -26.374 0.696 0.571 0.580
H -2.207 18.231 -27.057 -1.166 -0.212 -0.271
H -2.182 18.197 -25.302 1.093 0.143 -0.153
H -4.860 18.039 -26.352 -0.604 0.429 -0.092
H -5.491 16.443 -26.250 0.026 -0.299 -0.686
H -4.610 17.120 -27.755 0.326 -0.971 -0.032
O -0.572 15.278 -21.489 -0.363 -1.740 2.031
P -0.601 14.180 -20.438 0.898 -1.134 -1.343
N -2.092 13.342 -20.138 1.070 3.508 0.026
C -3.271 14.073 -19.662 0.530 0.099 0.025
C -2.424 12.163 -20.886 1.226 -1.390 2.011
N -0.016 14.663 -18.955 -0.810 -1.153 0.364
C 1.221 15.372 -18.788 -0.277 1.285 0.055
C -0.587 14.075 -17.776 -0.082 -1.290 0.422
N 0.441 12.908 -20.874 0.614 0.436 -1.219
C 0.900 11.856 -19.936 -2.435 1.305 -0.803
C 0.710 12.672 -22.332 -1.805 1.162 0.600
H -2.977 14.915 -19.036 0.006 -0.009 -0.024
H -3.885 13.402 -19.062 -0.038 -0.026 0.137
H -3.883 14.453 -20.480 -0.056 0.086 -0.156
H -2.089 11.414 -20.168 0.005 -1.088 -0.339
H -1.778 12.010 -21.750 -1.014 0.115 -0.478
H -3.502 12.012 -20.826 0.042 0.224 -1.295
H 0.995 16.265 -18.205 -0.107 0.883 -0.653
H 1.947 14.984 -18.074 0.158 -1.355 -0.542
H 1.600 15.564 -19.792 0.502 0.423 0.313
H 0.082 13.690 -17.006 1.059 1.207 0.179
H -1.336 14.719 -17.316 -0.252 -0.423 0.120
H -0.868 13.054 -18.033 -1.542 0.293 -0.137
H 0.044 11.184 -19.877 0.133 -0.707 0.385
H 1.727 11.280 -20.351 0.379 0.588 0.563
H 0.915 12.399 -18.991 1.178 -0.738 0.301
H 0.844 11.619 -22.580 0.401 0.119 0.203
H 1.371 13.411 -22.786 0.706 -0.442 0.211
H -0.221 12.986 -22.803 -0.156 -0.288 -0.588
```
Forces are in eV/Å.

[4]
The following is a DFT calculation (the ωB97M-V functional and the def2-TZVPD basis) of a molecular structure, C20H56N5O6Sr at a distorted geometry.

Charge   +1
Kohn-Sham gap   7.7 eV
Lowest unoccupied orbital energy   -3.3 eV
HOMO level   -10.989 eV
Relative energy (zero: lowest compared OMol25 entry of this formula, charge and spin)   0.525 eV

```
88
Properties=species:S:1:pos:R:3:forces:R:3
Sr -1.980 0.060 0.522 1.875 0.332 0.223
O 0.105 -0.378 -0.341 -0.989 0.169 0.306
H 0.796 -0.626 -0.949 0.038 0.120 -0.402
C -1.260 -5.020 -1.970 -0.148 -0.270 0.340
C -0.380 -3.799 -1.689 0.060 -0.850 -1.280
C -0.599 -2.740 -2.791 0.841 0.448 0.803
O -0.323 -3.227 -4.078 -0.127 -0.232 0.094
C -0.386 -2.188 -5.022 -1.172 -0.194 -0.767
N -0.532 -3.284 -0.346 -0.259 0.503 0.343
H -1.200 -5.262 -3.031 -0.415 0.254 -0.053
H -2.284 -4.850 -1.619 -0.174 0.221 -0.485
H -0.998 -5.960 -1.481 0.546 0.342 0.352
H 0.644 -4.146 -1.850 0.190 0.185 0.338
H 0.106 -1.924 -2.582 0.057 0.120 0.077
H -1.585 -2.258 -2.684 -0.369 -0.317 -0.306
H -0.449 -2.565 -6.046 0.660 -0.528 0.196
H 0.440 -1.476 -4.955 -0.126 0.137 0.235
H -1.390 -1.741 -4.963 0.292 0.685 0.394
H -0.124 -2.343 -0.230 0.040 -0.433 -0.276
H -1.525 -3.165 -0.142 -0.036 -0.285 -0.025
C 5.033 -0.943 0.723 0.527 -0.532 -0.074
C 3.756 -0.367 0.097 0.436 -0.545 1.921
C 3.617 -0.804 -1.349 -0.314 -0.001 -0.601
O 3.525 -2.213 -1.454 -0.274 0.363 0.317
C 3.394 -2.724 -2.776 0.750 0.179 0.839
N 2.684 -0.791 1.039 -0.754 -0.692 -1.171
H 5.973 -0.561 0.320 -0.161 0.073 -0.260
H 5.028 -2.028 0.584 0.065 0.028 -0.271
H 5.106 -0.840 1.806 -0.395 0.499 -0.020
H 3.786 0.719 0.211 0.079 0.128 -0.660
H 4.456 -0.424 -1.941 0.231 -0.041 0.064
H 2.729 -0.353 -1.816 -0.215 0.098 0.077
H 3.404 -3.797 -2.606 -0.178 -0.078 -0.496
H 4.271 -2.429 -3.359 -0.032 -0.087 -0.188
H 2.493 -2.388 -3.291 -0.227 0.001 0.086
H 1.775 -0.808 0.539 0.488 0.390 0.569
H 2.816 -1.787 1.215 0.236 0.064 0.141
C 1.712 2.954 -0.808 0.678 -0.134 0.442
C 2.128 3.130 0.647 2.251 0.410 0.181
C 2.007 4.595 1.073 -0.915 -0.612 0.687
O 2.922 5.385 0.355 -0.695 -0.257 -0.740
C 2.727 6.748 0.627 0.492 0.408 1.924
N 1.599 2.101 1.538 -1.404 0.038 -0.385
H 2.358 3.592 -1.410 -0.269 0.225 -0.037
H 0.664 3.213 -0.965 -0.063 -0.178 -0.102
H 1.964 1.936 -1.112 -0.472 -0.124 -0.112
H 3.223 3.015 0.699 0.111 -0.047 -0.563
H 2.195 4.694 2.150 0.055 -0.066 0.080
H 0.967 4.911 0.913 -0.003 0.313 -0.116
H 1.693 7.071 0.789 -0.229 -0.288 -0.916
H 3.279 7.381 -0.060 -0.162 -0.189 -0.240
H 3.119 6.927 1.645 0.343 0.203 -0.198
H 1.606 1.249 0.988 -0.270 -0.150 0.145
H 2.181 1.867 2.332 0.239 0.468 -0.025
C -5.198 2.427 -1.172 -0.533 0.847 -0.312
C -4.832 0.971 -1.219 -0.671 0.448 0.382
C -3.699 0.687 -2.185 0.551 -1.051 1.056
O -2.411 1.150 -1.680 -1.183 0.458 -0.581
C -1.401 1.089 -2.680 0.298 0.512 -1.265
N -4.555 0.494 0.162 0.725 -0.434 -0.536
H -4.363 3.064 -0.879 -0.063 -0.068 0.265
H -6.078 2.594 -0.548 0.306 -0.009 0.415
H -5.550 2.814 -2.132 0.283 -0.316 -0.230
H -5.717 0.411 -1.540 0.175 0.043 -0.588
H -4.015 1.066 -3.156 0.586 0.225 -0.126
H -3.550 -0.400 -2.243 -0.340 -0.127 -0.498
H -1.351 0.116 -3.171 0.161 -0.324 0.504
H -0.447 1.401 -2.267 -0.066 -0.374 0.342
H -1.593 1.770 -3.518 -0.426 0.270 0.296
H -4.470 -0.512 0.041 -0.496 -0.377 0.311
H -5.373 0.624 0.747 0.026 0.143 0.018
C -0.037 -1.295 2.765 -0.166 -0.264 0.459
C -1.201 -1.370 3.731 0.658 -0.243 -0.247
C -0.995 -0.451 4.913 -0.447 0.618 -0.195
O -2.237 -0.363 5.599 0.862 0.057 0.425
C -2.136 0.386 6.799 -0.160 0.509 0.448
N -2.417 -0.990 2.961 0.218 0.137 0.186
H -0.227 -1.954 1.916 0.089 0.114 -0.132
H 0.893 -1.644 3.211 0.104 0.264 -0.031
H 0.045 -0.248 2.458 0.479 -0.134 -0.191
H -1.333 -2.393 4.091 0.051 0.045 0.161
H -0.701 0.556 4.586 -0.078 0.069 -0.245
H -0.158 -0.773 5.538 -0.216 -0.412 0.175
H -1.874 1.443 6.672 -0.257 0.062 -0.660
H -1.357 0.066 7.497 -0.093 -0.752 -0.158
H -3.112 0.333 7.272 0.054 -0.023 0.130
H -3.013 -0.519 3.640 -0.489 -0.401 -0.193
H -2.801 -1.891 2.695 -0.672 0.214 0.212
```
Forces are in eV/Å.

Repeat the first record exactly.
The following is a DFT calculation (the ωB97M-V functional and the def2-TZVPD basis) of a molecular structure, C4H10O2S2 at a distorted geometry.

Kohn-Sham gap   3.7 eV
Lowest unoccupied orbital energy   -4.6 eV
HOMO level   -8.332 eV
Relative energy (zero: lowest compared OMol25 entry of this formula, charge and spin)   7.924 eV

```
18
Properties=species:S:1:pos:R:3:forces:R:3
C -2.456 -0.319 -0.522 -0.922 2.132 1.635
C -1.850 0.935 -0.934 2.595 0.066 -2.413
O -1.826 1.381 -2.079 0.132 -0.109 0.466
C -2.327 -0.664 0.977 0.168 0.751 -0.991
S -0.655 -1.077 1.419 0.861 -0.474 0.183
S 3.102 0.213 -1.035 -0.534 0.094 0.246
C 1.469 -0.222 -0.581 0.643 -0.986 -0.279
H -2.918 -1.050 -1.166 0.204 0.224 -0.538
H -3.099 0.750 -0.515 -1.883 -2.180 0.722
H -1.393 1.512 -0.111 -0.141 -0.023 0.294
H -2.586 0.238 1.532 -0.446 -0.373 0.242
H -2.982 -1.514 1.155 -0.042 0.092 0.415
H 0.979 0.510 0.070 -0.415 0.419 -0.157
H 0.908 -0.372 -1.511 -0.336 0.251 0.159
H 1.437 -1.220 -0.094 -0.052 0.150 -0.226
H 5.061 0.101 0.447 0.071 -0.133 -0.108
H 4.105 0.341 1.611 0.389 0.038 -0.043
O 5.029 0.457 1.338 -0.292 0.060 0.393
```
Forces are in eV/Å.

> Number 1 is which compound?

C4H10O2S2

> The highest relative energy (zero: lowest compared OMol25 entry of this formula, charge and spin) belongs to which entry?

C4H10O2S2

> What is the relative energy (zero: lowest compared OMol25 entry of this formula, charge and spin) in the first record?

7.924 eV